A 11-piece molecular cluster, C28H66O23S5 overall in a non-equilibrium geometry, computed with the ωB97M-V functional and the def2-TZVPD basis.

Calculated values
F_max in eV Å⁻¹: 2.2
LUMO energy in eV: 0.2
2S+1: 1
Charge: 0
HOMO energy in eV: -8.26
Molar mass in g/mol: 931.1

Atoms and positions in Å:
C  14.0390  -21.3200  15.3773
S  15.1612  -20.3116  14.3808
O  14.5321  -18.9330  14.2967
C  16.5026  -20.1727  15.5952
H  13.0296  -21.3032  14.9661
H  13.9559  -20.9607  16.4048
H  14.3977  -22.3496  15.4100
H  16.1637  -19.9108  16.5950
H  17.2499  -19.4752  15.2216
H  17.0074  -21.1419  15.6352
C  17.0297  -17.8449  12.0034
S  15.8285  -17.2576  10.7763
O  16.5386  -17.3252  9.4420
C  14.6190  -18.6286  10.9239
H  17.2755  -18.8898  11.8226
H  16.6267  -17.7545  13.0180
H  17.8785  -17.1639  12.0220
H  15.1072  -19.4574  11.4367
H  14.0896  -18.9621  10.0379
H  13.9331  -18.1606  11.6331
C  8.4414  -16.3276  7.6404
S  9.7075  -17.3876  8.3889
O  10.9905  -17.1658  7.6233
C  9.9485  -16.3969  9.8846
H  7.5093  -16.4788  8.1922
H  8.3195  -16.6299  6.6048
H  8.6844  -15.2750  7.7732
H  10.2387  -15.3606  9.7323
H  10.7204  -16.9018  10.4625
H  9.0054  -16.4365  10.4399
C  13.8627  -15.8133  13.7973
S  13.2231  -14.8015  12.4168
O  12.8541  -15.7532  11.3114
C  11.6683  -14.1996  13.2072
H  13.8409  -15.2598  14.7346
H  14.8667  -16.1543  13.5633
H  13.2157  -16.6899  13.8590
H  11.0685  -13.8286  12.3798
H  11.9389  -13.4440  13.9395
H  11.1294  -15.0324  13.6608
C  11.0626  -22.7302  17.5150
S  10.8604  -24.4518  16.9447
O  11.4921  -25.2837  18.0539
C  9.0442  -24.5241  17.1725
H  10.9289  -22.6293  18.5879
H  10.3687  -22.0966  16.9639
H  12.0521  -22.4259  17.1758
H  8.6060  -23.6346  16.7262
H  8.8520  -24.4830  18.2451
H  8.6439  -25.4271  16.7226
C  0.4344  -18.7102  18.1092
O  0.8927  -18.8659  16.7816
C  2.1138  -18.3858  16.5234
O  2.7537  -17.7242  17.2904
O  2.4549  -18.8031  15.3202
C  3.7796  -18.4600  14.9436
H  1.0249  -19.2944  18.8180
H  -0.5471  -19.1798  18.1854
H  0.3537  -17.6635  18.3894
H  3.9438  -17.4036  15.1588
H  4.0264  -18.6261  13.8993
H  4.5219  -19.0088  15.5216
C  11.9321  -18.6120  16.8209
O  11.8212  -18.7837  18.2333
C  10.6182  -18.8298  18.7665
O  9.5592  -18.6772  18.2271
O  10.7898  -18.9143  20.0875
C  9.6738  -19.1123  20.9171
H  11.3331  -17.8249  16.3718
H  11.5721  -19.5682  16.4214
H  12.9784  -18.6082  16.5293
H  9.0077  -19.9020  20.5621
H  9.0569  -18.2049  20.8960
H  9.9487  -19.2806  21.9526
C  11.3679  -19.4422  13.0304
O  10.0617  -19.3304  13.6148
C  9.6646  -20.3746  14.3435
O  10.3410  -21.2809  14.7611
O  8.3573  -20.2377  14.4830
C  7.6130  -21.1647  15.2634
H  12.1207  -19.7237  13.7627
H  11.6126  -18.4742  12.6033
H  11.3649  -20.2152  12.2683
H  6.7507  -20.6726  15.7003
H  8.2014  -21.5813  16.0724
H  7.2299  -21.9438  14.6025
C  15.3501  -22.4544  10.2118
O  14.2443  -22.0075  9.4609
C  13.1039  -21.7078  10.0700
O  12.9042  -21.6155  11.2548
O  12.2462  -21.4084  9.1028
C  10.8793  -21.2473  9.4622
H  15.6129  -23.4581  9.8742
H  15.1062  -22.5235  11.2754
H  16.2101  -21.7950  10.1027
H  10.7791  -20.7090  10.4025
H  10.4524  -22.2261  9.7107
H  10.3106  -20.8681  8.6241
C  7.4873  -27.5748  12.8627
O  8.0264  -26.5309  12.0884
C  8.3983  -25.4596  12.8109
O  8.0628  -25.1678  13.9261
O  9.2063  -24.7246  12.0465
C  9.7268  -23.5431  12.6369
H  8.2125  -28.1174  13.4719
H  7.0424  -28.2960  12.1732
H  6.6441  -27.3568  13.5246
H  10.5740  -23.7136  13.2989
H  8.9842  -22.9203  13.1304
H  10.0902  -22.9816  11.7744
C  5.6339  -22.6583  19.5145
O  5.2598  -21.3066  19.2771
C  6.0778  -20.5616  18.5498
O  7.1993  -20.8720  18.2363
O  5.4972  -19.3883  18.3710
C  6.1621  -18.3327  17.6857
H  5.9570  -23.1849  18.6155
H  4.7040  -23.1049  19.8587
H  6.4282  -22.7401  20.2551
H  5.7060  -17.3875  17.9491
H  6.2621  -18.4419  16.6045
H  7.2094  -18.3667  18.0042

Forces on atoms 1 to 6 (eV/Å):
C -0.035 -0.205 0.417
S -0.492 1.091 0.462
O 0.367 -0.882 0.118
C 0.253 -0.674 -0.214
H 0.146 0.014 -0.395
H 0.257 0.236 -0.057

Mulliken population analysis, charges in e, atoms 1 to 2: -0.835, 0.789